No. 1
The following is a DFT calculation (wB97M-V/def2-TZVPD) of C12H21N7O3 in the gas phase.

The geometry in ORCA input format:
```
! wB97M-V def2-TZVPD RIJCOSX def2/J DEFGRID3
* xyz 0 1
H -5.558 -2.572 -0.715
N -6.290 -1.862 -0.811
C -6.029 -0.768 -0.205
N -7.024 0.254 -0.283
N -4.931 -0.360 0.537
C -3.783 -1.269 0.568
C -2.526 -0.525 0.986
C -2.128 0.539 -0.094
C -0.957 1.467 0.248
N -0.874 2.690 -0.597
C 0.340 0.668 0.170
O 0.341 -0.476 0.615
N 1.477 1.336 -0.233
C 2.764 0.778 0.189
C 3.077 -0.540 -0.544
C 4.491 -1.100 -0.248
C 5.474 -0.811 0.694
N 6.450 -1.727 0.460
C 6.110 -2.524 -0.581
N 4.894 -2.222 -1.018
C 3.912 1.753 0.137
O 4.697 1.933 1.009
O 3.972 2.473 -0.969
H -7.708 0.121 -1.000
H -6.517 1.108 -0.435
H -5.215 -0.012 1.460
H -3.717 -1.548 -0.471
H -3.938 -2.178 1.120
H -2.708 -0.027 1.949
H -1.711 -1.237 1.179
H -1.938 0.035 -1.036
H -3.032 1.153 -0.235
H -1.046 1.759 1.277
H -1.725 3.213 -0.522
H -0.796 2.356 -1.591
H 1.361 2.330 -0.284
H 2.647 0.574 1.234
H 2.346 -1.305 -0.247
H 2.913 -0.398 -1.657
H 5.534 -0.096 1.511
H 7.385 -1.713 0.820
H 6.683 -3.478 -0.768
H 3.284 2.207 -1.615
*
```

**Relative energy (zero: lowest compared OMol25 entry of this formula, charge and spin)**: 1.237 eV
**DFT total energy**: -29358.6373 eV
**SMILES string**: [H]/N=C(/N)NCCC[C@H](N)C(=O)N[C@@H](Cc1c[nH]cn1)C(=O)O
**HOMO level**: -8.68 eV

No. 2
The following is a DFT calculation (wB97M-V/def2-TZVPD) of a molecular structure, C3H6N2OSi.

The geometry in ORCA input format:
```
! wB97M-V def2-TZVPD RIJCOSX def2/J DEFGRID3
* xyz 0 1
C 2.485 0.557 -0.664
C 1.814 1.236 0.414
C 1.487 -0.274 -1.241
N 0.593 0.827 0.452
N 0.499 -0.084 -0.477
O -1.070 -0.862 -0.620
Si -1.835 -1.143 0.803
H 3.504 0.558 -1.070
H 2.263 2.129 0.832
H 1.559 -1.126 -1.950
H -2.867 -0.223 1.468
H -2.612 -2.363 0.710
H -0.769 -1.441 1.707
*
```

**Relative energy (zero: lowest compared OMol25 entry of this formula, charge and spin)**: 1.833 eV
**DFT total energy**: -16109.3823 eV
**HOMO level**: -9.59 eV

No. 3
The following is a DFT calculation (wB97M-V/def2-TZVPD) of 2 unconnected molecules or ions with the total composition C4H6O2.

The geometry in ORCA input format:
```
! wB97M-V def2-TZVPD RIJCOSX def2/J DEFGRID3
* xyz 0 1
O 2.482 -2.424 -0.082
C 2.518 -1.315 -0.310
O 1.005 1.220 0.061
C -0.075 0.492 0.559
C -0.835 -0.437 -0.349
C -1.407 0.906 0.033
H 1.691 0.599 -0.217
H -0.006 0.209 1.613
H -0.472 -0.557 -1.367
H -1.277 -1.329 0.087
H -1.357 1.685 -0.722
H -2.268 0.952 0.694
*
```

**Relative energy (zero: lowest compared OMol25 entry of this formula, charge and spin)**: 1.751 eV
**DFT total energy**: -8338.7100 eV
**HOMO level**: -10.00 eV

No. 4
The following is a DFT calculation (wB97M-V/def2-TZVPD) of a molecular structure, C22H39N3O4PdSSiTe.

The geometry in ORCA input format:
```
! wB97M-V def2-TZVPD RIJCOSX def2/J DEFGRID3
* xyz -2 1
Pd -1.252 2.242 2.327
O -3.454 5.135 0.327
C -2.592 4.410 0.691
N -1.654 3.669 1.050
N -0.696 -0.394 5.395
C -1.293 0.584 4.706
N -0.695 0.816 3.553
C 0.354 -0.086 3.441
C 1.176 -0.360 2.353
C 2.019 -1.493 2.423
C 1.954 -2.342 3.510
C 1.139 -2.014 4.640
C 0.381 -0.880 4.595
H -0.995 -0.828 6.279
H -2.179 1.132 5.051
H 1.114 0.298 1.480
H 2.681 -1.732 1.596
H 2.482 -3.289 3.571
H 1.105 -2.687 5.475
C -1.270 1.349 -3.986
C -1.363 -0.151 -4.179
C -2.797 -0.538 -4.462
C -0.429 -0.594 -5.326
O -0.959 -0.847 -3.010
Si 0.110 -0.603 -1.768
S -0.843 0.553 -0.193
O 1.410 0.133 -2.421
C 2.817 0.233 -2.179
C 3.467 -1.025 -2.764
C 3.268 1.479 -2.933
C 3.178 0.436 -0.702
O 0.568 -2.088 -1.227
C -0.194 -3.289 -0.977
C -0.115 -4.135 -2.248
C 0.546 -4.009 0.146
C -1.615 -2.946 -0.588
H -1.660 1.913 -4.857
H -0.215 1.641 -3.743
H -1.880 1.618 -3.103
H -3.216 0.035 -5.313
H -3.455 -0.326 -3.575
H -2.941 -1.609 -4.653
H -0.824 -0.324 -6.324
H -0.329 -1.704 -5.297
H 0.589 -0.209 -5.148
H 3.255 -1.061 -3.851
H 3.026 -1.940 -2.332
H 4.562 -1.037 -2.603
H 2.917 1.418 -3.995
H 4.358 1.653 -2.871
H 2.735 2.339 -2.490
H 3.048 -0.499 -0.146
H 2.440 1.114 -0.251
H 4.234 0.803 -0.598
H 0.924 -4.221 -2.590
H -0.646 -3.633 -3.072
H -0.537 -5.145 -2.118
H 1.616 -4.126 -0.114
H 0.086 -4.989 0.359
H 0.529 -3.429 1.094
H -2.139 -2.477 -1.430
H -1.615 -2.205 0.235
H -2.203 -3.815 -0.242
C -3.078 4.639 6.151
Te -2.634 3.907 4.040
C -0.923 5.157 3.933
H -2.445 4.136 6.878
H -4.142 4.448 6.388
H -2.878 5.726 6.268
H -1.264 6.206 3.830
H -0.340 4.849 3.051
H -0.331 5.010 4.842
*
```

**Relative energy (zero: lowest compared OMol25 entry of this formula, charge and spin)**: 0.000 eV
**DFT total energy**: -65597.7700 eV
**HOMO level**: 0.64 eV

No. 5
The following is a DFT calculation (wB97M-V/def2-TZVPD) of 2 unconnected molecules or ions with the total composition C9H14O.

The geometry in ORCA input format:
```
! wB97M-V def2-TZVPD RIJCOSX def2/J DEFGRID3
* xyz 0 1
C 2.222 2.417 -0.500
C 1.436 1.626 0.514
C 0.660 0.560 0.057
C -0.338 0.087 0.881
C -0.367 0.465 2.231
O -1.378 -0.083 2.980
C 0.659 1.207 2.751
C 1.453 1.951 1.852
H 2.578 1.747 -1.278
H 3.054 2.947 -0.107
H 1.639 3.225 -0.949
H 0.789 0.125 -0.926
H -0.969 -0.764 0.692
H -1.557 0.483 3.730
H 0.901 1.332 3.801
H 2.169 2.673 2.209
C -1.951 -2.074 -1.675
C -1.286 -2.932 -2.792
H -2.633 -1.425 -2.203
H -2.571 -2.689 -1.020
H -1.202 -1.605 -1.061
H -1.881 -2.846 -3.695
H -0.329 -2.503 -3.102
H -1.100 -3.924 -2.389
*
```

**Relative energy (zero: lowest compared OMol25 entry of this formula, charge and spin)**: 0.867 eV
**DFT total energy**: -11606.7694 eV
**SMILES string**: Cc1ccc(O)cc1.CC
**HOMO level**: -8.43 eV

no.,LUMO energy (eV),largest force on an atom (eV Å⁻¹),Kohn-Sham gap (eV)
1,0.459,2.26,9.135
2,-1.092,8.19,8.502
3,0.884,1.49,10.883
4,4.281,6.24,3.641
5,0.920,1.82,9.355